ORCA calculation (ωB97M-V/def2-TZVPD) on C17H37BN4O3Si2 as an isolated structure.

The geometry in XYZ format:
```
64
Properties=species:S:1:pos:R:3:forces:R:3
O -3.220605 2.400414 1.344641 -0.418 -0.352 0.008
B -2.541631 1.225201 1.045533 -0.113 0.096 0.087
O -3.245860 0.167385 0.517718 0.352 0.083 -0.290
C -0.975771 1.121498 1.216485 -0.061 0.012 0.020
Si -0.209730 0.494632 -0.379174 -0.034 -0.223 0.028
O 0.526193 1.761147 -1.162728 -0.060 -0.016 0.042
Si -0.438312 2.836382 -1.957659 0.037 0.389 -0.141
H -3.137333 2.700296 2.252319 0.365 0.238 -0.153
H -3.727338 0.381268 -0.294626 -0.174 0.064 0.216
H -0.560954 2.116457 1.407165 0.070 -0.134 0.190
H -0.663198 0.446379 2.020559 -0.075 0.010 -0.012
H 0.791837 -0.558410 -0.142896 0.047 0.037 0.053
H -1.258751 -0.022839 -1.278911 0.070 -0.079 -0.030
H -0.042023 4.226116 -1.629819 0.112 -0.070 -0.025
H -1.831778 2.646947 -1.510785 0.051 0.061 -0.015
H -0.324810 2.631832 -3.418056 -0.036 0.009 0.024
C -5.582042 -1.948617 -3.203419 -0.024 -0.009 0.008
C -6.337584 -0.696749 -3.628607 0.033 -0.021 0.027
C -5.410282 0.394761 -4.179207 -0.016 -0.031 -0.054
C -4.431711 0.826081 -3.183306 0.046 0.009 0.021
N -3.674854 1.144945 -2.381091 -0.243 -0.118 0.045
H -4.881970 -1.734601 -2.394735 0.015 0.003 -0.010
H -6.273749 -2.713009 -2.850430 0.005 -0.003 0.001
H -5.012040 -2.368122 -4.034250 0.003 0.008 0.000
H -6.900491 -0.292273 -2.785316 -0.008 0.006 -0.004
H -7.062340 -0.940598 -4.407000 0.004 0.024 -0.013
H -5.976284 1.272576 -4.494156 -0.002 -0.016 -0.017
H -4.860542 0.023822 -5.046999 -0.003 0.014 0.002
C 3.245591 -1.702234 -4.672693 -0.001 0.027 0.003
C 2.934882 -1.419859 -3.208984 0.001 -0.023 -0.058
C 1.992149 -2.456697 -2.587741 -0.034 0.069 -0.146
C 0.697646 -2.495875 -3.269982 -0.097 -0.015 -0.088
N -0.309639 -2.507295 -3.823035 0.054 -0.003 0.042
H 2.341881 -1.667459 -5.283261 -0.005 -0.018 0.004
H 3.943275 -0.963940 -5.068435 0.001 -0.004 -0.004
H 3.697500 -2.688967 -4.796910 -0.002 -0.003 0.002
H 2.486169 -0.430320 -3.102130 0.008 0.004 0.027
H 3.851006 -1.413544 -2.618226 -0.031 0.004 0.035
H 1.815976 -2.214872 -1.543368 -0.002 -0.027 0.059
H 2.431488 -3.455711 -2.638163 -0.001 0.000 0.013
C 1.806439 -1.447588 3.448713 -0.072 -0.028 -0.158
C 1.915932 -2.861446 2.896873 -0.020 0.036 -0.010
C 3.203864 -3.080144 2.089739 0.022 -0.046 0.042
C 3.280554 -2.146362 0.967707 -0.154 0.161 -0.020
N 3.244913 -1.365744 0.125390 0.287 -0.123 0.071
H 1.764470 -0.725931 2.628564 -0.004 0.014 0.015
H 0.897862 -1.333366 4.040461 0.014 0.002 0.021
H 2.646071 -1.183978 4.088566 -0.029 -0.116 -0.050
H 1.058121 -3.078869 2.256586 0.012 -0.030 -0.011
H 1.900370 -3.592890 3.706543 0.032 0.003 0.006
H 3.251685 -4.097993 1.699648 0.033 0.014 -0.005
H 4.085930 -2.921695 2.714045 -0.030 -0.024 0.032
C 1.884261 2.884219 3.398144 -0.017 0.009 0.012
C 1.969256 3.442758 4.812638 -0.010 -0.031 -0.039
C 3.160370 2.883315 5.601917 0.025 0.049 -0.004
C 3.081284 1.429540 5.737200 -0.135 -0.122 -0.060
N 2.955295 0.289817 5.803708 0.156 0.196 0.229
H 1.737687 1.802853 3.409304 0.010 -0.001 -0.002
H 1.047898 3.326546 2.857263 0.014 0.002 0.004
H 2.794624 3.094429 2.833548 0.002 0.000 0.002
H 1.049306 3.222594 5.357589 0.002 0.007 0.010
H 2.069225 4.528965 4.782800 0.018 0.001 0.020
H 3.205561 3.313348 6.603539 0.014 0.017 -0.018
H 4.098279 3.123485 5.096321 -0.004 0.009 0.015
```
Positions in Å, forces in eV/Å.

Orbital gap   10.511 eV
E   -1718.6693 a.u.
Lowest unoccupied orbital energy   0.55 eV
Charge   0
Largest force on an atom   0.01062 hartree/bohr

Here are the Mulliken charges for atoms 1 to 5, given in e:
1 O -0.608
2 B 0.779
3 O -0.622
4 C -0.406
5 Si 0.399